a.
Below is a molecular structure, C32H60N2OP3Pt, with properties calculated with wB97M-V/def2-TZVPD.

Geometry as ORCA input:
```
! RIJCOSX wB97M-V def2-TZVPD def2/J DEFGRID3
* xyz 1 3
C 1.517 2.470 -0.938
C 2.112 1.961 1.283
C 2.143 3.717 -0.860
C 2.881 3.155 1.344
C 2.881 4.037 0.281
H 2.080 4.367 -1.724
H 3.412 3.348 2.275
H 3.447 4.967 0.309
N 1.499 1.631 0.102
P 0.887 0.183 -2.438
P 0.657 -0.081 2.516
C 0.848 2.022 -2.235
H -0.195 2.373 -2.231
H 1.338 2.528 -3.078
C 1.919 1.151 2.427
H 2.526 1.422 3.295
C -0.797 0.931 3.338
C 1.390 -1.372 3.798
C -0.543 -0.232 -3.662
C 2.624 -0.013 -3.221
C -2.118 0.173 3.136
H -2.068 -0.873 3.477
H -2.922 0.668 3.712
H -2.400 0.176 2.072
C -0.505 1.132 4.826
H -0.479 0.189 5.389
H 0.438 1.677 4.976
H -1.316 1.747 5.252
C -0.915 2.312 2.685
H -1.751 2.861 3.151
H -0.007 2.908 2.833
H -1.117 2.234 1.611
C 0.276 -2.270 4.368
H -0.229 -2.857 3.589
H 0.745 -2.991 5.060
H -0.485 -1.720 4.938
C 2.415 -2.274 3.101
H 1.967 -2.866 2.296
H 3.262 -1.703 2.705
H 2.820 -2.987 3.841
C 2.150 -0.676 4.931
H 1.524 -0.039 5.558
H 2.565 -1.464 5.579
H 2.988 -0.088 4.543
C 2.888 -1.524 -3.347
H 3.853 -1.669 -3.858
H 2.957 -2.008 -2.362
H 2.119 -2.048 -3.934
C 3.720 0.633 -2.353
H 3.714 1.727 -2.443
H 3.658 0.363 -1.297
H 4.698 0.285 -2.723
C 2.723 0.680 -4.593
H 3.791 0.768 -4.853
H 2.248 0.112 -5.397
H 2.310 1.698 -4.580
C -1.562 0.910 -3.668
H -1.152 1.830 -4.103
H -2.430 0.605 -4.275
H -1.923 1.111 -2.651
C -1.248 -1.491 -3.161
H -1.649 -1.342 -2.151
H -2.093 -1.752 -3.821
H -0.553 -2.339 -3.157
C -0.096 -0.530 -5.097
H 0.298 0.363 -5.595
H 0.631 -1.352 -5.149
H -0.988 -0.858 -5.658
Pt 0.507 -0.464 -0.122
C 2.227 -1.183 0.067
O 3.319 -1.565 0.187
N -1.407 0.443 -0.264
C -2.410 1.044 -0.243
C -3.800 1.619 -0.241
C -3.876 2.759 0.772
C -4.159 2.168 -1.622
C -4.786 0.512 0.132
H -3.701 2.382 1.789
H -3.122 3.521 0.533
H -4.868 3.235 0.744
H -4.214 1.352 -2.352
H -5.140 2.665 -1.595
H -3.412 2.905 -1.945
H -5.818 0.891 0.105
H -4.705 -0.316 -0.585
H -4.578 0.137 1.143
C -1.607 -3.910 -1.319
P -0.421 -2.880 -0.330
C -1.381 -2.916 1.220
C 0.876 -4.141 -0.050
H -2.541 -3.358 -1.450
H -1.839 -4.875 -0.834
H -1.199 -4.140 -2.306
H -1.415 -3.927 1.648
H -0.884 -2.228 1.914
H -2.398 -2.536 1.050
H 0.390 -5.103 0.179
H 1.534 -3.866 0.782
H 1.449 -4.233 -0.986
*
```

Highest occupied orbital energy (alpha / beta)   -8.3843 / -8.5724 eV
Gap between HOMO and LUMO (alpha / beta)   0.2395 / 0.2079 hartree
Lowest unoccupied orbital energy (alpha / beta)   -1.87 / -2.92 eV

Atom charges from the Mulliken analysis, given in e for atoms 1 to 4: atom 1 (C): -0.418, atom 2 (C): -0.364, atom 3 (C): -0.860, atom 4 (C): -1.044

***

b.
Below is a molecular structure, C32H60N2OP3Pt, with properties calculated with wB97M-V/def2-TZVPD.

Geometry as ORCA input:
```
! RIJCOSX wB97M-V def2-TZVPD def2/J DEFGRID3
* xyz 1 3
C -1.930 1.394 -1.859
C -1.652 -0.897 -1.420
C -2.999 1.159 -2.717
C -2.882 -1.133 -2.104
C -3.534 -0.123 -2.776
H -3.399 1.993 -3.283
H -3.263 -2.159 -2.124
H -4.446 -0.316 -3.333
N -1.343 0.423 -1.142
P -0.430 3.144 -0.297
P 0.423 -2.873 -0.330
C -1.330 2.787 -1.854
H -0.631 2.850 -2.703
H -2.102 3.542 -2.058
C -0.850 -2.065 -1.231
H -1.490 -2.932 -1.484
C 0.833 -4.173 -1.768
C -0.233 -3.850 1.251
C 0.978 4.328 -0.867
C -1.852 3.991 0.651
C 2.355 -4.058 -1.862
H 2.864 -4.440 -0.966
H 2.729 -4.616 -2.735
H 2.631 -3.004 -1.986
C 0.393 -5.615 -1.538
H 0.763 -6.050 -0.603
H -0.698 -5.722 -1.589
H 0.802 -6.224 -2.362
C 0.196 -3.706 -3.080
H 0.656 -4.242 -3.923
H -0.883 -3.880 -3.137
H 0.365 -2.632 -3.213
C 0.919 -4.715 1.793
H 1.745 -4.102 2.177
H 0.536 -5.315 2.633
H 1.334 -5.407 1.052
C -0.635 -2.843 2.335
H 0.197 -2.191 2.630
H -1.480 -2.219 2.022
H -0.947 -3.410 3.228
C -1.473 -4.685 0.936
H -1.307 -5.445 0.168
H -1.762 -5.217 1.855
H -2.317 -4.054 0.631
C -1.327 4.313 2.058
H -2.099 4.886 2.592
H -1.125 3.403 2.637
H -0.410 4.919 2.035
C -3.062 3.044 0.747
H -3.504 2.843 -0.237
H -2.824 2.094 1.228
H -3.827 3.544 1.359
C -2.370 5.273 -0.029
H -3.336 5.526 0.434
H -1.712 6.134 0.123
H -2.553 5.152 -1.103
C 1.361 4.090 -2.339
H 0.585 4.445 -3.033
H 2.273 4.667 -2.559
H 1.579 3.035 -2.548
C 2.204 4.034 0.005
H 2.595 3.028 -0.187
H 3.001 4.752 -0.240
H 1.981 4.128 1.076
C 0.616 5.809 -0.717
H -0.215 6.099 -1.371
H 0.395 6.088 0.321
H 1.489 6.404 -1.031
Pt 0.262 0.808 0.319
C -0.868 0.783 1.820
O -1.502 0.709 2.794
N 1.218 -0.062 -1.248
C 1.242 -0.920 -2.117
C 2.240 -0.726 -3.368
C 2.012 -1.643 -4.555
C 2.096 0.708 -3.861
C 3.677 -0.895 -2.881
H 2.208 -2.692 -4.314
H 1.004 -1.518 -4.968
H 2.726 -1.363 -5.342
H 2.504 1.408 -3.125
H 2.667 0.854 -4.789
H 1.048 0.960 -4.070
H 4.373 -0.603 -3.678
H 3.862 -0.250 -2.013
H 3.914 -1.926 -2.610
C 3.492 1.400 1.634
P 2.069 0.246 1.671
C 2.899 -1.343 1.294
C 1.744 0.137 3.470
H 3.896 1.461 0.617
H 4.288 1.044 2.302
H 3.181 2.399 1.960
H 3.751 -1.498 1.969
H 2.204 -2.185 1.405
H 3.265 -1.337 0.262
H 2.656 -0.190 3.989
H 0.940 -0.568 3.704
H 1.463 1.126 3.851
*
```

Highest occupied orbital energy (alpha / beta)   -8.0254 / -9.5925 eV
Gap between HOMO and LUMO (alpha / beta)   0.1933 / 0.1996 hartree
Lowest unoccupied orbital energy (alpha / beta)   -2.77 / -4.16 eV

Atom charges from the Mulliken analysis, given in e for atoms 1 to 4: atom 1 (C): -0.062, atom 2 (C): 0.770, atom 3 (C): -0.900, atom 4 (C): -1.347

***

Most stable: a

***

a.
Below is 4 unconnected molecules or ions with the total composition C4H17NO3, with properties calculated with wB97M-V/def2-TZVPD.

Geometry as ORCA input:
```
! RIJCOSX wB97M-V def2-TZVPD def2/J DEFGRID3
* xyz 1 2
C 1.370 -0.030 1.533
C 0.226 0.889 1.158
C -1.023 0.161 0.611
C -0.803 -0.553 -0.721
N -0.713 0.319 -1.821
H 1.963 -0.259 0.653
H 1.060 -1.012 1.875
H 2.120 0.288 2.262
H -0.121 1.411 2.056
H 0.551 1.691 0.487
H -1.424 -0.466 1.400
H -1.700 1.008 0.472
H -1.642 -1.234 -0.883
H 0.039 -1.286 -0.668
H -1.389 0.282 -2.594
H -0.460 1.288 -1.604
H 1.683 -3.422 -1.171
H 2.200 -1.937 -0.929
O 2.251 -2.856 -0.635
H 2.677 0.449 -2.011
H 1.303 -0.327 -2.348
O 2.197 -0.385 -1.994
H -2.843 1.946 2.080
H -4.149 1.730 1.437
O -3.376 2.306 1.354
*
```

Highest occupied orbital energy (alpha / beta)   -14.3009 / -14.2018 eV
Gap between HOMO and LUMO (alpha / beta)   0.3900 / 0.1899 hartree
Lowest unoccupied orbital energy (alpha / beta)   -3.69 / -9.04 eV

Atom charges from the natural (NBO) analysis, given in e for atoms 1 to 4: atom 1 (C): -0.641, atom 2 (C): -0.403, atom 3 (C): -0.427, atom 4 (C): -0.318

***

b.
Below is 4 unconnected molecules or ions with the total composition C4H17NO3, with properties calculated with wB97M-V/def2-TZVPD.

Geometry as ORCA input:
```
! RIJCOSX wB97M-V def2-TZVPD def2/J DEFGRID3
* xyz 1 2
C -0.502 0.268 -0.845
C -1.489 0.079 0.418
C -2.354 1.299 0.689
C -2.269 -1.170 0.142
N 0.592 1.075 -0.457
H -1.019 0.644 -1.727
H -0.085 -0.727 -1.029
H -0.811 0.038 1.281
H -2.630 1.327 1.749
H -3.311 1.278 0.157
H -1.855 2.236 0.419
H -2.721 -1.671 0.977
H -3.160 -0.948 -0.430
H -1.819 -1.982 -0.442
H 1.063 0.669 0.343
H 0.579 2.049 -0.749
H 0.216 -4.597 -2.563
H 1.185 -3.444 -2.531
O 0.654 -3.997 -1.947
H 1.473 2.728 3.074
H 1.799 1.926 1.778
O 2.128 2.587 2.384
H 5.566 0.151 -0.227
H 4.100 -0.061 -0.590
O 4.671 0.243 0.126
*
```

Highest occupied orbital energy (alpha / beta)   -14.4071 / -14.4063 eV
Gap between HOMO and LUMO (alpha / beta)   0.4003 / 0.2223 hartree
Lowest unoccupied orbital energy (alpha / beta)   -3.51 / -8.36 eV

Atom charges from the natural (NBO) analysis, given in e for atoms 1 to 4: atom 1 (C): -0.267, atom 2 (C): -0.143, atom 3 (C): -0.628, atom 4 (C): -0.655

***

Most stable: b

***

a.
Below is 2 unconnected molecules or ions with the total composition C4H8O2S, with properties calculated with wB97M-V/def2-TZVPD.

Geometry as ORCA input:
```
! RIJCOSX wB97M-V def2-TZVPD def2/J DEFGRID3
* xyz 0 1
C 2.865 -1.870 -0.162
C -0.012 -1.099 0.699
C -0.777 1.394 -0.770
C 0.804 -0.490 -0.380
O 3.377 -2.337 -1.132
O 1.087 1.823 0.982
S 0.967 1.286 -0.436
H 3.162 -1.955 0.933
H -0.823 -1.823 0.196
H -0.599 -0.238 1.072
H 0.485 -1.531 1.563
H -1.433 1.190 0.108
H -1.124 0.721 -1.584
H -1.115 2.436 -1.007
H 0.675 -0.799 -1.396
*
```

Highest occupied orbital energy (alpha / beta)   -8.4130 / -8.3929 eV
Gap between HOMO and LUMO (alpha / beta)   0.3060 / 0.3098 hartree
Lowest unoccupied orbital energy (alpha / beta)   -0.09 / 0.04 eV

Atom charges from the natural (NBO) analysis, given in e for atoms 1 to 4: atom 1 (C): 0.448, atom 2 (C): -0.692, atom 3 (C): -0.870, atom 4 (C): -0.438

***

b.
Below is 2 unconnected molecules or ions with the total composition C4H8O2S, with properties calculated with wB97M-V/def2-TZVPD.

Geometry as ORCA input:
```
! RIJCOSX wB97M-V def2-TZVPD def2/J DEFGRID3
* xyz 0 1
C -1.366 0.085 -0.695
C -2.003 0.961 0.237
C 1.921 -0.180 -0.480
C 0.817 -0.656 0.423
O -0.210 -0.295 -3.012
O -2.093 1.308 -3.005
S -1.104 0.551 -2.285
H -1.805 2.167 0.241
H -3.112 0.939 0.245
H -1.785 0.731 1.284
H 2.494 -1.161 -0.375
H 1.397 -0.015 -1.422
H 2.399 0.756 -0.044
H 0.345 -1.661 0.196
H 0.606 -0.307 1.348
*
```

Highest occupied orbital energy (alpha / beta)   -8.6782 / -8.4961 eV
Gap between HOMO and LUMO (alpha / beta)   0.2940 / 0.2703 hartree
Lowest unoccupied orbital energy (alpha / beta)   -0.68 / -1.14 eV

Atom charges from the natural (NBO) analysis, given in e for atoms 1 to 4: atom 1 (C): -0.454, atom 2 (C): -0.741, atom 3 (C): -0.708, atom 4 (C): -0.103

***

c.
Below is C4H8O2S in the gas phase, with properties calculated with wB97M-V/def2-TZVPD.

Geometry as ORCA input:
```
! RIJCOSX wB97M-V def2-TZVPD def2/J DEFGRID3
* xyz 0 1
C -0.596 -0.836 -0.892
C 0.369 -0.059 -0.025
C -0.146 1.255 0.566
C 1.262 -0.933 0.791
H -2.509 -1.051 -0.533
H -0.222 -1.831 -1.132
H -0.839 -0.340 -1.820
H -1.163 1.084 0.996
H 0.482 1.586 1.425
H 0.607 2.561 -0.639
H 1.562 -0.524 1.761
H 1.134 -1.992 0.620
O -1.703 -0.969 -0.018
O -0.276 2.147 -0.513
S 2.038 -0.098 -0.587
*
```

Highest occupied orbital energy   -8.9246 eV
Gap between HOMO and LUMO   0.3561 hartree
SMILES   OCC1(CO)CS1
Lowest unoccupied orbital energy   0.77 eV

Atom charges from the natural (NBO) analysis, given in e for atoms 1 to 4: atom 1 (C): -0.070, atom 2 (C): -0.185, atom 3 (C): -0.076, atom 4 (C): -0.480

***

Most stable: c

***

a.
Below is C2H5NP2 in the gas phase, with properties calculated with wB97M-V/def2-TZVPD.

Geometry as ORCA input:
```
! RIJCOSX wB97M-V def2-TZVPD def2/J DEFGRID3
* xyz 0 1
C -2.732 -0.769 0.128
C -1.540 -0.069 -0.034
N -3.709 -1.365 0.261
P -1.442 1.742 -0.054
P -0.072 -1.076 0.080
H 0.463 -2.355 -0.517
H -0.346 1.909 0.827
H -0.609 1.917 -1.174
H 0.995 -0.250 -0.182
H 0.248 -1.492 1.380
*
```

Highest occupied orbital energy   -8.3218 eV
Gap between HOMO and LUMO   0.2984 hartree
SMILES   N#CC(P)=[PH3]
Lowest unoccupied orbital energy   -0.20 eV

Atom charges from the natural (NBO) analysis, given in e for atoms 1 to 4: atom 1 (C): 0.236, atom 2 (C): -1.030, atom 3 (N): -0.376, atom 4 (P): 0.434

***

b.
Below is C2H5NP2 in the gas phase, with properties calculated with wB97M-V/def2-TZVPD.

Geometry as ORCA input:
```
! RIJCOSX wB97M-V def2-TZVPD def2/J DEFGRID3
* xyz 0 1
C -1.282 0.163 1.074
C 0.965 -0.081 -1.366
N -0.377 -0.877 1.118
P -1.227 1.773 0.676
P 0.632 -1.202 -0.115
H -2.432 -0.115 1.230
H 1.674 -0.347 -2.157
H 0.214 0.691 -1.433
H 0.213 1.833 0.395
H 1.619 -1.839 0.578
*
```

Highest occupied orbital energy (alpha / beta)   -8.1647 / -8.1637 eV
Gap between HOMO and LUMO (alpha / beta)   0.2571 / 0.2573 hartree
SMILES   [H]/P=C\N=[PH]=C
Lowest unoccupied orbital energy (alpha / beta)   -1.17 / -1.16 eV

Atom charges from the natural (NBO) analysis, given in e for atoms 1 to 4: atom 1 (C): -0.382, atom 2 (C): -0.915, atom 3 (N): -0.922, atom 4 (P): 0.308

***

Most stable: a